{
  "formula": "C54H141N11O16",
  "method": "the ωB97M-V functional and the def2-TZVPD basis",
  "max_force_ha_per_bohr": 0.0640,
  "lumo_ev": 0.46,
  "orbital_gap_ha": 0.327,
  "smiles": "COC[C@H](C)N.COC[C@H](C)N.COC[C@H](C)N.COC[C@H](C)N.COC[C@H](C)N.COC[C@H](C)N.COCCNCCOC.COCCNCCOC.COCCNCCOC.COCCNCCOC.COCCNCCOC",
  "de_lowest_kcal_mol": 87.2,
  "total_energy_ha": -3947.65319,
  "e_homo_ha": -0.3099,
  "symbols": ["C", "O", "C", "C", "N", "C", "C", "O", "C", "H", "H", "H", "H", "H", "H", "H", "H", "H", "H", "H", "H", "H", "H", "H", "C", "O", "C", "C", "N", "C", "C", "O", "C", "H", "H", "H", "H", "H", "H", "H", "H", "H", "H", "H", "H", "H", "H", "H", "C", "O", "C", "C", "N", "C", "C", "O", "C", "H", "H", "H", "H", "H", "H", "H", "H", "H", "H", "H", "H", "H", "H", "H", "C", "O", "C", "C", "N", "C", "C", "O", "C", "H", "H", "H", "H", "H", "H", "H", "H", "H", "H", "H", "H", "H", "H", "H", "C", "O", "C", "C", "N", "C", "C", "O", "C", "H", "H", "H", "H", "H", "H", "H", "H", "H", "H", "H", "H", "H", "H", "H", "C", "C", "C", "O", "C", "N", "H", "H", "H", "H", "H", "H", "H", "H", "H", "H", "H", "C", "C", "C", "O", "C", "N", "H", "H", "H", "H", "H", "H", "H", "H", "H", "H", "H", "C", "C", "C", "O", "C", "N", "H", "H", "H", "H", "H", "H", "H", "H", "H", "H", "H", "C", "C", "C", "O", "C", "N", "H", "H", "H", "H", "H", "H", "H", "H", "H", "H", "H", "C", "C", "C", "O", "C", "N", "H", "H", "H", "H", "H", "H", "H", "H", "H", "H", "H", "C", "C", "C", "O", "C", "N", "H", "H", "H", "H", "H", "H", "H", "H", "H", "H", "H"],
  "xyz": [[-1.980, 0.044, 6.202], [-2.411, 0.912, 5.134], [-1.576, 0.681, 3.992], [-0.305, 1.500, 3.991], [0.979, 0.754, 3.900], [2.023, 1.743, 4.071], [3.408, 1.128, 3.861], [3.809, 0.348, 4.973], [5.145, -0.034, 4.828], [-1.139, 0.413, 6.788], [-1.936, -0.971, 5.809], [-2.846, 0.016, 6.871], [-2.200, 0.879, 3.114], [-1.383, -0.384, 3.827], [-0.220, 1.949, 4.992], [-0.283, 2.354, 3.317], [1.075, 0.078, 4.651], [2.085, 2.316, 5.005], [1.950, 2.581, 3.370], [4.064, 1.995, 3.708], [3.373, 0.458, 2.998], [5.830, 0.804, 4.994], [5.358, -0.499, 3.861], [5.381, -0.850, 5.516], [6.767, -4.428, -1.277], [5.708, -5.324, -0.978], [5.730, -5.863, 0.322], [5.179, -4.869, 1.358], [3.742, -4.587, 1.486], [3.087, -4.437, 0.201], [1.568, -4.673, 0.360], [1.309, -5.986, 0.863], [-0.081, -6.245, 0.870], [6.645, -3.493, -0.732], [6.676, -4.147, -2.327], [7.716, -4.960, -1.197], [6.747, -6.078, 0.670], [5.170, -6.794, 0.418], [5.614, -3.890, 1.140], [5.633, -5.044, 2.337], [3.193, -5.251, 2.015], [3.329, -5.343, -0.378], [3.284, -3.578, -0.436], [1.071, -4.728, -0.613], [1.198, -3.869, 1.004], [-0.666, -5.604, 1.536], [-0.223, -7.301, 1.074], [-0.481, -6.021, -0.128], [2.038, 4.552, 6.134], [0.661, 4.515, 5.703], [-0.227, 4.765, 6.780], [-1.603, 5.058, 6.164], [-2.386, 3.812, 6.020], [-3.662, 4.117, 5.377], [-4.264, 2.921, 4.679], [-3.602, 2.700, 3.442], [-4.020, 1.503, 2.803], [2.594, 4.386, 5.220], [2.183, 3.843, 6.952], [2.165, 5.555, 6.553], [0.163, 5.653, 7.295], [-0.283, 3.962, 7.520], [-1.577, 5.606, 5.218], [-2.205, 5.629, 6.879], [-1.847, 3.106, 5.532], [-3.636, 4.970, 4.689], [-4.391, 4.422, 6.136], [-5.252, 3.297, 4.365], [-4.427, 2.046, 5.308], [-3.553, 0.665, 3.328], [-3.731, 1.408, 1.757], [-5.112, 1.464, 2.872], [-8.845, 0.659, -4.353], [-10.211, 0.762, -4.032], [-10.525, 1.107, -2.683], [-9.868, 0.233, -1.639], [-8.664, 0.753, -1.008], [-7.990, -0.185, -0.093], [-8.499, -0.257, 1.336], [-9.781, -0.874, 1.308], [-9.821, -2.135, 1.912], [-8.313, -0.032, -3.695], [-8.342, 1.631, -4.380], [-8.792, 0.250, -5.362], [-11.610, 1.120, -2.713], [-10.145, 2.115, -2.451], [-9.653, -0.733, -2.104], [-10.614, 0.003, -0.869], [-8.719, 1.632, -0.512], [-6.940, 0.139, -0.116], [-7.880, -1.175, -0.543], [-8.601, 0.753, 1.743], [-7.738, -0.773, 1.929], [-9.468, -2.164, 2.944], [-9.350, -2.920, 1.301], [-10.844, -2.523, 1.897], [1.534, -0.665, -0.309], [0.312, -0.837, -0.973], [-0.663, -1.502, -0.185], [-1.379, -0.508, 0.791], [-2.638, 0.011, 0.269], [-2.388, 0.971, -0.820], [-3.734, 1.379, -1.391], [-4.276, 0.259, -2.115], [-4.182, 0.419, -3.513], [1.525, -0.381, 0.753], [2.263, -0.051, -0.832], [2.063, -1.624, -0.173], [-0.286, -2.335, 0.414], [-1.330, -1.921, -0.940], [-0.706, 0.345, 0.951], [-1.381, -0.846, 1.828], [-3.092, -0.764, -0.203], [-1.690, 0.574, -1.561], [-1.963, 1.856, -0.340], [-3.805, 2.265, -2.024], [-4.442, 1.525, -0.572], [-3.122, 0.271, -3.750], [-4.595, 1.376, -3.840], [-4.689, -0.344, -4.107], [0.380, 3.469, 0.798], [0.730, 4.191, -0.509], [-0.513, 4.476, -1.339], [-0.212, 5.071, -2.595], [-1.363, 5.786, -3.061], [1.495, 5.382, -0.204], [1.245, 2.953, 1.208], [-0.456, 2.795, 0.595], [0.004, 4.103, 1.606], [1.327, 3.499, -1.112], [-1.175, 5.098, -0.719], [-1.123, 3.573, -1.485], [-2.289, 5.390, -2.642], [-1.376, 5.805, -4.148], [-1.299, 6.808, -2.667], [0.920, 6.042, 0.308], [1.828, 5.849, -1.038], [4.750, -6.442, -4.406], [3.989, -5.220, -4.890], [3.933, -4.259, -3.745], [2.951, -3.241, -3.987], [2.650, -2.409, -2.932], [4.582, -4.718, -6.128], [5.057, -7.100, -5.221], [4.112, -6.996, -3.718], [5.705, -6.157, -3.956], [2.970, -5.602, -5.050], [4.901, -3.770, -3.582], [3.642, -4.703, -2.789], [1.930, -1.627, -3.197], [3.552, -2.048, -2.421], [1.990, -2.829, -2.147], [4.170, -5.281, -6.872], [4.134, -3.839, -6.398], [4.223, 2.024, -1.335], [4.907, 2.853, -2.422], [6.325, 2.456, -2.795], [7.161, 2.350, -1.661], [8.515, 2.021, -1.954], [4.091, 2.878, -3.645], [4.493, 0.996, -1.599], [3.147, 2.162, -1.366], [4.632, 2.298, -0.362], [4.972, 3.858, -1.990], [6.719, 3.057, -3.620], [6.252, 1.444, -3.234], [8.992, 2.308, -1.015], [8.885, 2.727, -2.700], [8.690, 0.956, -2.099], [3.243, 3.395, -3.459], [3.869, 1.976, -4.041], [-2.157, 2.970, -8.059], [-1.534, 3.590, -6.813], [-1.333, 2.663, -5.596], [-0.277, 1.721, -5.964], [-0.191, 0.547, -5.169], [-0.200, 4.091, -7.247], [-2.415, 3.833, -8.675], [-3.089, 2.448, -7.837], [-1.499, 2.330, -8.641], [-2.109, 4.451, -6.463], [-2.173, 2.158, -5.110], [-0.810, 3.144, -4.759], [-0.347, 0.617, -4.087], [0.792, 0.142, -5.392], [-0.973, -0.158, -5.476], [0.201, 3.221, -7.588], [0.309, 4.386, -6.421], [-4.121, -4.536, 1.777], [-3.842, -3.174, 1.127], [-4.746, -2.813, -0.038], [-4.770, -3.874, -0.980], [-5.394, -3.486, -2.197], [-3.963, -2.184, 2.211], [-4.106, -5.286, 0.978], [-5.148, -4.523, 2.135], [-3.283, -4.801, 2.417], [-2.808, -3.203, 0.746], [-4.520, -1.821, -0.435], [-5.806, -2.787, 0.270], [-5.165, -4.335, -2.844], [-4.890, -2.663, -2.715], [-6.454, -3.289, -2.032], [-3.676, -1.268, 1.861], [-3.184, -2.341, 2.850], [5.326, -0.503, 0.967], [6.664, -0.066, 1.603], [7.440, -1.201, 2.209], [8.384, -0.847, 3.198], [9.435, -1.758, 3.352], [7.495, 0.774, 0.748], [5.539, -1.200, 0.152], [4.871, 0.436, 0.673], [4.619, -1.039, 1.603], [6.473, 0.524, 2.512], [7.917, -1.827, 1.443], [6.711, -1.892, 2.664], [9.737, -2.406, 2.524], [9.175, -2.465, 4.153], [10.330, -1.235, 3.692], [6.975, 1.145, -0.040], [8.063, 1.466, 1.203]],
  "mulliken_charge": [-0.91, -0.17, 1.29, -0.78, -0.10, -0.05, -0.48, -0.44, -0.31, 0.20, 0.37, 0.29, -1.67, 0.72, 0.70, 0.02, 0.39, -0.05, 0.44, 0.42, -0.22, 0.31, -0.19, 0.39, -0.72, -0.08, -0.87, -0.02, -0.36, -0.33, -0.89, -0.43, -0.81, 0.17, 0.21, 0.39, 0.49, 0.27, -0.39, 0.60, 0.37, 0.23, 0.17, 0.65, 0.26, 0.30, 0.33, 0.31, -0.94, -0.13, -0.74, -0.78, -0.23, -0.93, -0.47, -0.19, -0.50, 0.19, 0.37, 0.42, 0.54, 0.29, 0.37, 0.44, 0.18, 0.31, 0.35, 0.48, 0.29, 0.51, -0.43, 0.47, -0.57, -0.40, -0.45, -0.60, -0.06, -0.12, -0.57, -0.29, -0.79, 0.16, 0.28, 0.32, 0.28, 0.28, 0.36, 0.35, 0.28, -0.23, 0.11, 0.27, 0.47, 0.33, 0.29, 0.30, 0.06, 0.06, -0.38, 0.98, 1.41, 0.46, -1.32, 0.03, -0.89, 0.41, 0.11, -0.52, -0.40, 0.28, -0.45, -0.38, -0.79, 0.40, -0.95, 0.47, 0.11, 0.15, 0.39, 0.30, -0.21, 1.38, -0.70, -0.39, -0.81, -0.67, 0.16, -0.60, 0.55, -0.53, 0.37, 0.25, 0.30, 0.20, 0.36, 0.32, 0.31, -1.16, 0.41, 0.13, -0.42, 0.11, -0.80, 0.40, 0.33, 0.14, 0.19, 0.12, -0.22, 0.15, 0.21, -0.16, 0.29, 0.28, -0.06, 0.19, -1.02, -0.38, -0.85, -0.66, 0.05, -0.31, 0.44, 0.36, 0.47, 0.31, 0.26, 0.41, 0.27, 0.26, 0.24, -1.45, 0.25, 0.17, -0.39, -0.53, -0.79, 0.40, 0.34, 0.30, 0.41, -0.03, 0.05, 0.02, 0.29, 0.37, 0.34, 0.29, -1.70, 1.81, 0.34, -0.46, -0.55, -0.46, 0.36, 0.33, 0.48, -0.65, -0.38, 0.31, 0.34, 0.06, 0.26, -0.11, 0.29, -0.69, 0.33, -0.90, -0.39, -0.76, -0.32, 0.39, -0.20, 0.52, 0.00, 0.60, 0.18, 0.32, 0.29, 0.27, 0.16, 0.23]
}


{
  "formula": "C11H12N2PPm",
  "method": "the ωB97M-V functional and the def2-TZVPD basis",
  "max_force_ha_per_bohr": 0.0551,
  "multiplicity": 5,
  "lumo_ev": [-1.16, -1.16],
  "orbital_gap_ha": [0.154, 0.155],
  "de_lowest_kcal_mol": 0.0,
  "total_energy_ha": -1485.32334,
  "e_homo_ha": [-0.1967, -0.1975],
  "symbols": ["C", "C", "C", "C", "C", "Pm", "P", "H", "H", "H", "H", "H", "H", "H", "H", "N", "C", "C", "C", "C", "C", "N", "C", "H", "H", "H", "H"],
  "xyz": [[0.380, -0.709, -3.100], [-0.489, 0.051, -3.849], [-0.596, 1.461, -3.594], [0.420, 2.085, -2.778], [1.263, 1.329, -2.004], [-0.732, 0.357, -1.362], [0.147, -2.300, -0.496], [0.654, -1.743, -3.327], [-1.204, -0.379, -4.570], [-1.396, 2.050, -4.049], [2.112, 1.752, -1.451], [0.417, 3.185, -2.774], [1.398, -2.498, 0.164], [0.270, -3.377, -1.418], [-0.622, -3.014, 0.463], [2.980, -0.091, 4.477], [1.959, -0.003, 3.908], [0.702, 0.108, 3.200], [-0.532, 0.028, 3.865], [-1.708, 0.121, 3.128], [-1.624, 0.288, 1.746], [-0.430, 0.377, 1.118], [0.726, 0.285, 1.817], [-0.556, -0.111, 4.946], [-2.689, 0.064, 3.593], [-2.511, 0.352, 1.099], [1.659, 0.331, 1.246]],
  "mulliken_charge": [-0.90, -0.09, -0.62, 0.06, -1.00, 0.81, -0.12, 0.36, 0.28, 0.36, 0.29, 0.30, 0.08, 0.08, 0.06, -0.45, -0.07, 0.18, -0.17, -0.78, -0.04, -0.26, -0.11, 0.48, 0.39, 0.33, 0.53]
}